Entry 1:
DFT (the ωB97M-V functional and the def2-TZVPD basis) results for a cluster of 9 separate species, BrH16O8 in total.

Values from the calculation:
- LUMO energy (eV) = 3.12
- Kohn-Sham gap (hartree) = 0.35229
- energy above the lowest of the compared OMol25 structures with the same formula, charge and spin (kcal per mole) = 6.3
- net charge = -1
- E_HOMO (eV) = -6.5

Structure (XYZ):
```
25
BrH16O8 (the ωB97M-V functional and the def2-TZVPD basis)
Br 0.16480 0.06691 0.11033
O -3.12288 1.57851 -1.09700
H -2.72552 2.09236 -1.80665
H -2.43760 0.93485 -0.85886
O 0.73956 -3.34629 0.56025
H 0.58714 -3.67759 -0.33004
H 0.92003 -2.39631 0.42970
O -2.31529 -0.14621 2.75370
H -2.79359 -0.98047 2.78582
H -1.52552 -0.33985 2.22412
O 3.30191 -1.49312 -0.48480
H 4.02911 -0.99649 -0.87491
H 2.55815 -0.86667 -0.47730
O -2.34271 -1.71274 -1.49412
H -2.65311 -2.41325 -0.91198
H -1.68570 -1.23006 -0.95994
O 2.62917 1.11802 2.31432
H 1.87746 0.88203 1.74007
H 3.24273 0.38368 2.20639
O 1.29874 1.14039 -3.25926
H 1.23098 1.09981 -2.29414
H 0.49772 0.70240 -3.56446
O -0.60440 3.37748 0.76107
H -0.26933 3.79751 1.55988
H -0.60182 2.42510 0.96780
```

=====

Entry 2:
DFT (the ωB97M-V functional and the def2-TZVPD basis) results for a cluster of 10 separate species, BrH18O9 in total in a non-equilibrium geometry.

Values from the calculation:
- LUMO energy (eV) = 2.77
- Kohn-Sham gap (hartree) = 0.35057
- energy above the lowest of the compared OMol25 structures with the same formula, charge and spin (kcal per mole) = 16.4
- net charge = -1
- E_HOMO (eV) = -6.8

Structure (XYZ):
```
28
BrH18O9 (the ωB97M-V functional and the def2-TZVPD basis)
Br 0.04014 -0.55125 -0.09921
O 1.29214 0.04475 -3.16521
H 1.51214 -0.57725 -2.49921
H 0.35114 0.19275 -3.08021
O 0.47214 2.70875 -0.42421
H 0.50714 3.19575 0.44279
H 0.05514 1.83975 -0.18421
O -0.29586 -4.07025 0.27779
H -0.69886 -3.17725 0.20879
H 0.61514 -3.84225 0.47879
O -3.32786 -0.38525 -0.72521
H -2.58286 -0.75925 -0.26821
H -3.37686 -1.01825 -1.42621
O 0.78014 -2.25625 2.66179
H 1.61514 -2.57325 3.03379
H 1.02214 -1.70825 1.91879
O 0.99414 1.72375 2.36279
H 0.09114 1.44375 2.48279
H 1.38814 0.87975 2.15179
O 3.11914 0.77275 -0.41621
H 3.22514 0.33375 0.43779
H 2.16414 0.78175 -0.54121
O -1.77886 1.48175 1.75379
H -1.95986 2.09075 1.08679
H -1.23086 0.78275 1.39179
O -1.49586 0.70975 -2.92221
H -1.17986 1.60275 -2.92121
H -1.31686 0.33375 -2.01721
```

=====

Entry 3:
DFT (the ωB97M-V functional and the def2-TZVPD basis) results for a cluster of 2 separate species, BrH2NO2S in total in a non-equilibrium geometry.

Values from the calculation:
- LUMO energy (spin up / spin down) (eV) = -1.88 / -3.77
- Kohn-Sham gap (spin up / spin down) (hartree) = 0.35399 / 0.21151
- energy above the lowest of the compared OMol25 structures with the same formula, charge and spin (kcal per mole) = 53.5
- net charge = 0
- E_HOMO (spin up / spin down) (eV) = -11.5 / -9.5

Structure (XYZ):
```
7
BrH2NO2S (the ωB97M-V functional and the def2-TZVPD basis)
N 0.02823 2.24311 0.24521
O -1.20642 0.10839 0.13210
O -2.28110 2.22819 -0.91971
S -1.52896 1.55640 0.06480
Br 3.63052 0.18396 -0.02830
H 0.37179 1.80490 1.13181
H -0.02660 3.23220 0.08590
```

=====

Entry 4:
DFT (the ωB97M-V functional and the def2-TZVPD basis) results for a structure of composition BrH2NOS in a non-equilibrium geometry.

Values from the calculation:
- LUMO energy (spin up / spin down) (eV) = -2.51 / -2.54
- Kohn-Sham gap (spin up / spin down) (hartree) = 0.25373 / 0.25204
- energy above the lowest of the compared OMol25 structures with the same formula, charge and spin (kcal per mole) = 19.5
- net charge = 0
- E_HOMO (spin up / spin down) (eV) = -9.4 / -9.4

Structure (XYZ):
```
6
BrH2NOS (the ωB97M-V functional and the def2-TZVPD basis)
N 0.84792 0.26894 -0.20569
O 0.01683 -1.87794 0.50274
S -0.23334 -0.95431 -0.56137
Br -2.47191 0.99174 -0.06557
H 1.07964 0.28954 0.76787
H 0.76086 1.28204 -0.43797
```

=====

Entry 5:
DFT (the ωB97M-V functional and the def2-TZVPD basis) results for the molecule BrH2NS in a non-equilibrium geometry.

Values from the calculation:
- LUMO energy (spin up / spin down) (eV) = -1.66 / -1.92
- Kohn-Sham gap (spin up / spin down) (hartree) = 0.29109 / 0.27703
- energy above the lowest of the compared OMol25 structures with the same formula, charge and spin (kcal per mole) = 13.7
- net charge = 0
- E_HOMO (spin up / spin down) (eV) = -9.6 / -9.5

Structure (XYZ):
```
5
BrH2NS (the ωB97M-V functional and the def2-TZVPD basis)
N 0.49760 0.46970 0.24170
S -0.55298 -0.82060 0.12273
Br 2.79569 -0.09246 -0.05812
H 0.81119 0.69228 1.26849
H -0.50130 -0.50933 -1.09969
```

=====

Entry 6:
DFT (the ωB97M-V functional and the def2-TZVPD basis) results for the molecule BrH2OPS in a non-equilibrium geometry.

Values from the calculation:
- LUMO energy (eV) = -0.80
- Kohn-Sham gap (hartree) = 0.32270
- energy above the lowest of the compared OMol25 structures with the same formula, charge and spin (kcal per mole) = 4.0
- net charge = 0
- E_HOMO (eV) = -9.6

Structure (XYZ):
```
6
BrH2OPS (the ωB97M-V functional and the def2-TZVPD basis)
O -0.14739 1.56229 -0.39506
P 0.03932 0.45216 0.72556
S -1.18750 -1.07966 -0.01839
Br 2.45375 -0.39426 -0.04226
H -0.13978 1.30093 -1.32407
H -1.01840 -1.84146 1.05422
```

=====

Entry 7:
DFT (the ωB97M-V functional and the def2-TZVPD basis) results for a cluster of 2 separate species, BrH2OPS in total in a non-equilibrium geometry.

Values from the calculation:
- LUMO energy (eV) = -1.22
- Kohn-Sham gap (hartree) = 0.30773
- energy above the lowest of the compared OMol25 structures with the same formula, charge and spin (kcal per mole) = 14.9
- net charge = 0
- E_HOMO (eV) = -9.6

Structure (XYZ):
```
6
BrH2OPS (the ωB97M-V functional and the def2-TZVPD basis)
O -1.80360 1.10975 -0.03058
P -3.13218 0.62030 0.06092
S 2.67878 -0.63817 -0.34454
Br -2.80045 -1.61226 0.25581
H 2.12276 -0.12288 0.78224
H 2.93468 0.64326 -0.72384
```

=====

Entry 8:
DFT (the ωB97M-V functional and the def2-TZVPD basis) results for a structure of composition BrH2OZn in a non-equilibrium geometry.

Values from the calculation:
- LUMO energy (eV) = -9.33
- Kohn-Sham gap (hartree) = 0.18011
- energy above the lowest of the compared OMol25 structures with the same formula, charge and spin (kcal per mole) = 0.0
- net charge = +1
- E_HOMO (eV) = -14.2

Structure (XYZ):
```
5
BrH2OZn (the ωB97M-V functional and the def2-TZVPD basis)
Zn -6.61929 -16.99073 21.77590
Br -8.78568 -16.55667 20.85025
O -11.80278 -16.49177 18.78354
H -12.22504 -15.93304 19.44930
H -10.90904 -16.65243 19.10559
```

=====

Entry 9:
DFT (the ωB97M-V functional and the def2-TZVPD basis) results for the molecule BrH3NP in a non-equilibrium geometry.

Values from the calculation:
- LUMO energy (eV) = 0.75
- Kohn-Sham gap (hartree) = 0.36792
- energy above the lowest of the compared OMol25 structures with the same formula, charge and spin (kcal per mole) = 6.4
- net charge = 0
- E_HOMO (eV) = -9.3

Structure (XYZ):
```
6
BrH3NP (the ωB97M-V functional and the def2-TZVPD basis)
N 0.47901 -0.25415 -0.08491
P -0.03669 1.24105 -0.62304
Br -1.64773 0.70172 -2.04951
H 1.43104 -0.49185 -0.32480
H -0.14169 -1.05120 -0.09754
H -1.15847 1.62654 0.57694
```

=====

Entry 10:
DFT (the ωB97M-V functional and the def2-TZVPD basis) results for a structure of composition BrH3O3P in a non-equilibrium geometry.

Values from the calculation:
- LUMO energy (spin up / spin down) (eV) = -7.87 / -7.87
- Kohn-Sham gap (spin up / spin down) (hartree) = 0.27452 / 0.27445
- energy above the lowest of the compared OMol25 structures with the same formula, charge and spin (kcal per mole) = 65.5
- net charge = +1
- E_HOMO (spin up / spin down) (eV) = -15.3 / -15.3

Structure (XYZ):
```
8
BrH3O3P (the ωB97M-V functional and the def2-TZVPD basis)
O 0.85087 -0.69068 1.25323
O 0.20375 -0.70200 -1.35669
O 0.62672 1.43553 0.01263
P 0.04124 -0.00732 0.07092
Br -2.88141 -0.07397 0.05812
H 0.94911 -1.67846 1.42843
H -0.40629 -0.48008 -2.05956
H 0.61602 2.19698 0.59293
```